1.
111
Properties=species:S:1:pos:R:3:lowdin_charge:R:1 method="wB97M-V/def2-TZVPD" e_tot_ha=-2024.86068 de_lowest_kj_mol=86.01 smiles=COCCNCCOC.COCCNCCOC.COCCNCCOC.CCO.CCO.CCO.CO.CO orbital_gap_ev=8.87
C -2.2770 0.0072 -5.5704 -0.1045
O -1.2224 0.8592 -5.9722 -0.2112
C 0.1009 0.3054 -5.6148 -0.1696
C 1.0109 1.5485 -5.7776 -0.1875
N 0.6547 2.6008 -4.8317 -0.0349
C 1.2397 2.3695 -3.5145 -0.1952
C 0.2986 2.9324 -2.4103 -0.1784
O -0.9761 2.2640 -2.4147 -0.2074
C -1.8137 2.7884 -1.4422 -0.1302
H -3.1907 0.5149 -5.8792 0.0907
H -2.2542 -0.1734 -4.4957 0.0753
H -2.1880 -0.8644 -6.2188 0.0863
H 0.3792 -0.4181 -6.3811 0.1172
H 0.1284 -0.1440 -4.6221 0.0978
H 0.8996 1.9290 -6.7929 0.1154
H 2.0381 1.2215 -5.6162 0.1124
H -0.3190 2.3877 -4.6691 0.0772
H 2.1965 2.8652 -3.3503 0.1225
H 1.3441 1.3107 -3.2776 0.0859
H 0.2563 4.0202 -2.4638 0.1245
H 0.7387 2.8115 -1.4205 0.1049
H -2.0045 3.8592 -1.5139 0.0900
H -1.4976 2.7154 -0.4016 0.0816
H -2.8220 2.3921 -1.5617 0.0980
C 2.1623 2.8530 1.7429 -0.0998
O 2.7647 1.5644 1.6589 -0.2074
C 2.1271 0.5451 2.4672 -0.1827
C 2.7859 -0.8392 2.2031 -0.1821
N 2.1898 -1.9396 2.9477 -0.0743
C 0.9206 -2.4509 2.4296 -0.1709
C 0.5769 -3.9087 2.9381 -0.1915
O 1.4701 -4.9010 2.4896 -0.2218
C 1.2573 -6.2255 2.8841 -0.1023
H 2.1906 3.1722 2.7847 0.0646
H 1.1131 2.7813 1.4565 0.0734
H 2.6686 3.6200 1.1568 0.0900
H 1.0768 0.5026 2.1788 0.0949
H 2.1797 0.7711 3.5322 0.1228
H 3.8642 -0.7904 2.3547 0.1248
H 2.5317 -1.1396 1.1866 0.0947
H 2.8440 -2.6817 3.1514 0.1057
H 1.0266 -2.6132 1.3570 0.0700
H 0.1331 -1.7244 2.6299 0.0981
H -0.4453 -4.1477 2.6446 0.0981
H 0.5872 -3.9666 4.0265 0.1182
H 0.1955 -6.4665 2.8337 0.0867
H 1.5817 -6.3305 3.9194 0.0841
H 1.8735 -6.8713 2.2585 0.0936
C -2.3212 1.0684 2.8721 -0.0923
O -2.0126 1.8510 4.0394 -0.1890
C -2.9737 2.8535 4.4263 -0.2317
C -2.6666 3.4618 5.7610 -0.2034
N -1.3146 4.0237 5.7759 -0.0467
C -1.1461 5.2161 4.9609 -0.2193
C 0.1977 5.7305 5.2866 -0.2483
O 1.1448 5.0518 4.4862 -0.1921
C 2.4561 5.5609 4.6535 -0.1102
H -1.4621 0.5079 2.5036 0.0596
H -2.6789 1.7277 2.0813 0.0775
H -3.0849 0.2931 2.9332 0.0752
H -3.8992 2.2806 4.4830 0.1168
H -3.1765 3.6129 3.6711 0.1156
H -2.7459 2.6789 6.5152 0.1163
H -3.4508 4.1749 6.0155 0.1208
H -0.7674 3.3224 5.2976 0.0965
H -1.9831 5.9065 5.0652 0.1259
H -1.1944 4.9699 3.9002 0.1184
H 0.4944 5.6644 6.3334 0.1282
H 0.2013 6.7903 5.0317 0.1181
H 3.1541 4.9938 4.0377 0.0790
H 2.8340 5.5938 5.6754 0.0864
H 2.4764 6.6019 4.3311 0.0837
C -0.2026 -0.3703 -0.8030 -0.0946
O -0.7681 -0.5365 -2.1400 -0.1380
H 0.3867 -1.2301 -0.4841 0.0536
H 0.5655 0.3983 -0.7166 0.0767
H -0.9663 -0.2213 -0.0397 0.0767
H -0.9983 0.3495 -2.4292 0.0398
C 1.2400 -4.0094 -0.6896 -0.1327
O 1.2268 -4.7160 -1.9602 -0.1269
H 1.7440 -3.0554 -0.8439 0.0573
H 0.2302 -3.8422 -0.3148 0.0616
H 1.7415 -4.6114 0.0682 0.0729
H 0.5291 -4.2577 -2.4344 0.0130
C -4.0590 -2.9900 0.5109 -0.0730
C -2.5326 -3.0022 0.6184 -0.2958
O -2.0944 -2.2354 1.7433 -0.1065
H -4.4236 -1.9694 0.3950 0.0790
H -4.5746 -3.3793 1.3889 0.0704
H -4.3428 -3.6648 -0.2967 0.0784
H -2.1500 -2.6526 -0.3405 0.0884
H -2.0736 -3.9718 0.8113 0.1051
H -2.7382 -2.4703 2.4156 0.0807
C 3.0657 -2.0013 -3.9475 -0.0575
C 3.1260 -1.0868 -2.7193 -0.3204
O 3.5186 0.1797 -3.1435 -0.0835
H 2.4573 -2.8974 -3.8249 0.0617
H 4.0397 -2.2932 -4.3402 0.0727
H 2.7145 -1.4801 -4.8381 0.0620
H 3.8047 -1.4294 -1.9382 0.1152
H 2.1128 -1.0076 -2.3252 0.0843
H 3.4053 0.7088 -2.3504 0.0785
C -0.6311 -3.3726 -4.9909 -0.0881
C -1.7304 -3.3227 -3.9902 -0.3016
O -1.1321 -3.1325 -2.7294 -0.1023
H 0.0269 -4.2166 -4.7841 0.0828
H -0.0721 -2.4427 -5.0949 0.0504
H -1.0402 -3.5167 -5.9909 0.0782
H -2.1635 -4.3229 -4.0036 0.1154
H -2.4685 -2.5464 -4.1918 0.1048
H -1.2500 -2.2339 -2.4128 0.0287

2.
122
Properties=species:S:1:pos:R:3:lowdin_charge:R:1 method="wB97M-V/def2-TZVPD" total_charge=-1 e_tot_ha=-2654.93681 orbital_gap_ev=8.22
N 0.8024 0.5781 1.9407 -0.5745
O 1.6697 0.6895 1.1167 0.0268
O -0.2518 -0.0387 1.7401 -0.0652
O 0.9877 0.9734 3.0911 -0.0564
C 2.3782 0.5660 6.1700 -0.8652
O 3.0843 0.4025 7.1293 0.0298
N 2.0919 -0.3631 5.3301 0.1703
N 1.7212 1.5829 5.8836 0.1764
H 1.6349 0.1731 4.6065 0.0511
H 2.4350 -1.3106 5.2620 0.1312
H 1.2876 1.6539 4.9742 0.0805
H 1.7075 2.3933 6.4862 0.1359
C -1.1084 -2.9499 4.0174 -0.8092
O -1.2281 -3.6838 4.9632 0.0243
N -0.2308 -1.9634 3.9132 0.1817
N -2.0097 -2.8687 3.1297 0.2011
H -0.3565 -1.1853 3.2817 0.0506
H 0.3765 -1.7867 4.7007 0.0792
H -2.8126 -3.4748 3.2195 0.0632
H -1.8041 -2.3949 2.2618 0.1151
C 2.7411 2.1381 -10.1627 -0.1094
O 3.0473 1.6794 -8.8774 -0.2160
C 3.5871 0.4018 -8.7116 -0.2201
C 3.7628 0.0820 -7.2110 -0.2227
N 2.5350 0.0805 -6.4026 -0.0533
C 2.1667 1.5175 -5.9235 -0.1394
C 1.2256 1.2691 -4.7570 -0.2494
O 1.7941 1.4577 -3.4644 -0.1898
C 0.8455 1.3815 -2.3722 -0.0867
H 2.4834 3.1967 -10.1948 0.0852
H 1.8169 1.7035 -10.5437 0.0830
H 3.6197 1.8996 -10.7622 0.0851
H 4.6154 0.5673 -9.0331 0.1145
H 3.0733 -0.3928 -9.2526 0.1234
H 4.4492 0.7791 -6.7304 0.1049
H 4.3551 -0.8263 -7.0998 0.1121
H 2.7513 -0.4789 -5.5900 0.0882
H 1.7848 2.1120 -6.7535 0.1025
H 3.0531 2.0338 -5.5548 0.1099
H 0.7768 0.2818 -4.8662 0.1114
H 0.3615 1.9286 -4.8379 0.1136
H 0.0836 0.6071 -2.4608 0.0710
H 0.3928 2.3179 -2.0461 0.0744
H 1.4548 0.9802 -1.5623 0.0741
C -1.6426 2.0231 5.6145 -0.0825
O -2.8317 1.2776 5.8519 -0.1937
C -2.6489 -0.0888 5.8170 -0.2757
C -4.0088 -0.6516 5.7799 -0.2104
N -3.9720 -2.1474 5.7194 -0.0445
C -5.1686 -2.6865 5.0180 -0.1510
C -4.8680 -4.2341 4.5949 -0.1631
O -4.2879 -4.2300 3.2959 -0.2454
C -4.3482 -5.4549 2.6536 -0.1123
H -1.4347 1.9275 4.5488 0.0841
H -0.8640 1.7843 6.3391 0.0756
H -1.9649 3.0165 5.9264 0.0864
H -2.1092 -0.5150 6.6627 0.1422
H -2.2553 -0.3484 4.8343 0.1193
H -4.5604 -0.2085 4.9507 0.1150
H -4.5201 -0.2812 6.6685 0.1137
H -3.1023 -2.6336 5.5541 0.0646
H -5.3631 -2.2018 4.0612 0.1030
H -6.0086 -2.6545 5.7119 0.1009
H -5.7338 -4.8963 4.5933 0.1016
H -4.2112 -4.6789 5.3425 0.1185
H -5.2900 -5.9727 2.8354 0.0832
H -3.5450 -6.0651 3.0666 0.0956
H -4.1321 -5.4245 1.5857 0.0888
C 2.1889 7.2731 -2.1361 -0.1205
O 1.5519 6.5934 -1.0694 -0.1912
C 1.7820 5.1857 -1.2370 -0.2029
C 1.4470 4.5443 0.1425 -0.1867
N 0.0004 4.7891 0.2547 -0.0684
C -0.3582 4.4727 1.6218 -0.2163
C -1.8624 4.6257 2.0259 -0.1338
O -2.2676 6.0340 2.2961 -0.1792
C -2.5259 6.6576 1.0649 -0.1504
H 2.0302 8.3515 -2.1232 0.0834
H 1.6373 6.9121 -3.0042 0.0836
H 3.2458 7.0829 -2.3232 0.0844
H 2.8539 4.9922 -1.2778 0.1174
H 1.2472 4.6343 -2.0104 0.1174
H 2.0051 5.0378 0.9381 0.1174
H 1.5541 3.4633 0.2322 0.1113
H -0.0610 5.7921 0.1530 0.0655
H 0.2391 5.1658 2.2141 0.1133
H 0.0759 3.5332 1.9639 0.1060
H -2.1352 4.0581 2.9155 0.1091
H -2.3141 4.2910 1.0921 0.1040
H -3.3549 6.3312 0.4370 0.0912
H -1.5983 6.7574 0.5012 0.0678
H -2.7150 7.7172 1.2368 0.0814
C 0.1239 -6.7494 -3.5028 -0.0833
O 0.9764 -6.1790 -2.4573 -0.1771
C 1.8240 -5.2463 -3.1001 -0.2649
C 2.6399 -4.5256 -2.0331 -0.1908
N 1.7444 -3.9754 -1.0016 -0.0450
C 1.0605 -2.8227 -1.5749 -0.2179
C -0.1273 -2.4391 -0.6749 -0.1375
O -1.1930 -3.4622 -0.5037 -0.2188
C -2.0185 -3.8418 -1.6042 -0.0998
H -0.4544 -5.9670 -3.9942 0.0737
H -0.5867 -7.5009 -3.1588 0.0866
H 0.7972 -7.1285 -4.2716 0.0764
H 1.3805 -4.4799 -3.7359 0.1068
H 2.4525 -5.8057 -3.7930 0.1131
H 3.3195 -3.7663 -2.4202 0.1194
H 3.2726 -5.1981 -1.4538 0.1107
H 1.0203 -4.5956 -0.6683 0.0992
H 0.7074 -2.9937 -2.5918 0.0948
H 1.7206 -1.9615 -1.6783 0.1174
H -0.6822 -1.6328 -1.1545 0.1013
H 0.1718 -2.1803 0.3408 0.1120
H -1.3804 -4.3941 -2.2941 0.0554
H -2.2462 -2.9899 -2.2449 0.0832
H -2.8870 -4.4436 -1.3366 0.0849
O 4.4394 -0.1964 0.5416 -0.0622
H 4.1088 -1.0744 0.3521 0.0190
H 3.6934 0.2630 0.9271 -0.0124
O -1.7154 0.8299 -0.3381 -0.0648
H -1.9459 1.5459 0.2539 0.0194
H -1.1634 0.2515 0.1882 -0.0298